Record 1
Density functional theory data (the ωB97M-V functional and the def2-TZVPD basis) for an isolated ion of composition C6H15N2 and charge +1 in a non-equilibrium geometry.

Its spin multiplicity is 1. The calculation puts the largest force on an atom at 4.46 eV/Å. The HOMO-LUMO gap is 8.1476 eV. The energy above the lowest of the compared OMol25 structures with the same formula, charge and spin is 2.950 eV. As for the SMILES: C=[NH+]CNC(C)(C)C. The calculation puts the total energy at -346.8042 a.u. Its charge is +1.

Atoms and positions in Å:
C 2.1230 -0.3803 -2.1862
N 2.2526 0.3189 -1.1540
C 1.2658 1.0736 -0.4567
N -0.0172 0.6701 -0.6012
C -0.7360 -0.0354 0.3776
C -0.1770 -1.4738 0.4126
C -0.5848 0.6854 1.7666
C -2.2159 -0.1734 0.0287
H 1.1489 -0.6037 -2.7686
H 2.9240 -0.8771 -2.5549
H 3.1834 0.5449 -0.8025
H 1.3853 1.0579 0.6079
H 1.4890 2.0998 -0.7122
H -0.5315 0.6045 -1.4907
H -0.1559 -2.0397 -0.5389
H 0.8517 -1.4191 0.8324
H -0.6062 -2.1214 1.1474
H -0.6391 1.7291 1.7894
H 0.3058 0.2092 2.2453
H -1.3710 0.3837 2.3827
H -2.7521 0.8056 0.0585
H -2.4521 -0.6281 -0.8795
H -2.7392 -0.8732 0.7399

Record 2
Density functional theory data (the ωB97M-V functional and the def2-TZVPD basis) for an isolated ion of composition C6H15N2 and charge +1 in a non-equilibrium geometry.

Its spin multiplicity is 1. The calculation puts the largest force on an atom at 1.06 eV/Å. The HOMO-LUMO gap is 8.5517 eV. The energy above the lowest of the compared OMol25 structures with the same formula, charge and spin is 1.059 eV. As for the SMILES: C[C@H]([NH3+])CC/C=C/N. The calculation puts the total energy at -346.8736 a.u. Its charge is +1.

Atoms and positions in Å:
C 1.0628 0.7374 2.8717
C 1.0626 0.1598 1.4695
N 0.9781 1.3177 0.4661
C -0.0729 -0.8115 1.1686
C 0.0607 -1.5057 -0.1892
C -0.1852 -0.6033 -1.3889
C -1.4065 -0.2178 -1.7841
N -1.6710 0.5257 -2.9025
H 2.0421 0.9743 3.2752
H 0.4893 1.6601 2.9505
H 0.5857 0.0799 3.5961
H 2.0363 -0.2947 1.2852
H 1.7026 1.2818 -0.2567
H 1.0246 2.2377 0.9124
H 0.1038 1.2460 -0.0766
H -0.0237 -1.5455 1.9755
H -1.0290 -0.2817 1.2610
H -0.6386 -2.3450 -0.1925
H 1.0662 -1.9245 -0.2965
H 0.6722 -0.3172 -1.9862
H -2.3173 -0.3754 -1.2203
H -2.6151 0.7830 -3.1403
H -0.9852 0.6409 -3.6268

Record 3
Density functional theory data (the ωB97M-V functional and the def2-TZVPD basis) for an isolated ion of composition C6H15N2 and charge +1 in a non-equilibrium geometry.

Its spin multiplicity is 1. The calculation puts the largest force on an atom at 4.07 eV/Å. The HOMO-LUMO gap is 5.5998 eV. The energy above the lowest of the compared OMol25 structures with the same formula, charge and spin is 6.789 eV. The calculation puts the total energy at -346.6631 a.u. Its charge is +1.

Atoms and positions in Å:
C 1.0931 -1.9226 1.4382
C -0.2739 -1.9560 0.8082
C -1.2167 -0.7234 1.2727
C -1.9649 -0.1749 0.0587
C -1.0110 0.8574 -0.6341
N 0.2789 0.3565 -0.9004
C 1.0332 1.2982 -1.6530
N 1.7960 2.2157 -0.6797
H 1.1538 -2.3943 2.4273
H 1.4336 -0.8996 1.5781
H 1.8513 -2.4471 0.8511
H -0.8494 -2.8420 1.0534
H -0.2091 -1.8500 -0.2666
H -1.7777 -1.1365 2.1125
H -0.4829 -0.0510 1.7069
H -2.9818 0.1525 0.3000
H -2.0513 -0.9956 -0.6517
H -1.5648 1.1964 -1.5428
H -1.0840 1.8028 -0.0613
H 0.5469 1.9396 -2.3725
H 1.9148 0.8114 -2.0584
H 1.8551 3.2337 -0.7180
H 1.9316 1.9910 0.2954

Record 4
Density functional theory data (the ωB97M-V functional and the def2-TZVPD basis) for an isolated ion of composition C6H15N2 and charge +1 in a non-equilibrium geometry.

Its spin multiplicity is 1. The calculation puts the largest force on an atom at 4.97 eV/Å. The HOMO-LUMO gap is 10.5002 eV. The energy above the lowest of the compared OMol25 structures with the same formula, charge and spin is 4.075 eV. As for the SMILES: CN1C(C)(C)[C@@]1(C)[NH3+]. The calculation puts the total energy at -346.7628 a.u. Its charge is +1.

Atoms and positions in Å:
C 1.9336 -1.3022 -0.8011
N 0.4625 -0.2346 -0.9642
C 0.1850 0.8041 0.0096
C 1.2585 1.0635 1.0735
C -0.4215 2.1007 -0.4393
C -0.5724 -0.5159 -0.0534
C -0.8923 -1.4223 1.1567
N -1.8367 -0.5077 -0.8866
H 2.8890 -0.7216 -0.7943
H 1.8201 -1.7819 0.2065
H 1.8356 -2.0407 -1.6312
H 2.0590 1.4415 0.5754
H 1.6465 0.1023 1.4518
H 0.8320 1.7418 1.6821
H 0.2435 3.0333 -0.5990
H -1.1322 2.3662 0.4129
H -1.0264 2.0796 -1.3035
H -1.0016 -2.5154 0.7414
H -1.8556 -1.0569 1.6896
H -0.1394 -1.2921 1.8851
H -2.7491 -0.6119 -0.4307
H -1.6631 -1.1084 -1.7005
H -1.8750 0.3783 -1.2810

Record 5
Density functional theory data (the ωB97M-V functional and the def2-TZVPD basis) for a 2-piece molecular cluster, C6H15N2 overall in a non-equilibrium geometry.

Its spin multiplicity is 1. The calculation puts the largest force on an atom at 4.93 eV/Å. The HOMO-LUMO gap is 6.7663 eV. The energy above the lowest of the compared OMol25 structures with the same formula, charge and spin is 4.821 eV. The calculation puts the total energy at -346.7354 a.u. Its charge is +1.

Atoms and positions in Å:
C -3.0124 -0.4177 -0.2570
C -1.7388 -1.0986 0.2428
C -0.5800 -0.7833 -0.6614
N 2.2892 1.6593 -1.0879
C 1.0722 0.9338 -1.4432
C 0.1461 0.3793 -0.4358
C 0.0160 1.0469 0.7930
N 2.4510 -1.2073 1.3456
H -3.8634 -0.2645 0.4635
H -3.4109 -0.8215 -1.2377
H -1.8451 -2.2065 0.2722
H -1.3856 -0.7865 1.2639
H 2.2794 -0.8131 2.2390
H -0.3314 -1.5388 -1.5428
H 2.4697 2.5744 -1.4154
H 3.0436 0.9646 -1.0699
H 0.7241 1.0299 -2.5099
H -0.0633 0.3278 1.6226
H 0.8697 1.6647 0.9683
H -0.7690 1.8502 0.9171
H -2.5930 0.6655 -0.6212
H 1.7605 -0.9974 0.6786
H 2.4713 -2.1612 1.4757

Values of HOMO level, in order: -0.4801; -0.4275; -0.5279; -0.5018; -0.4946, all in Ha.